Molecular formula: C24H26BIrN6OS4
Method: DFT, ωB97M-V/def2-TZVPD

As for the LUMO energy (spin up / spin down): -4.673 / -5.068 eV. The value obtained for the HOMO-LUMO gap (spin up / spin down) is 6.2 / 5.8 eV. The calculation puts the HOMO energy (spin up / spin down) at -10.9 / -10.9 eV. Its net charge is +1. Its expectation value of S² is 0.79. Its spin multiplicity is 2. Its energy above the lowest of the compared OMol25 structures with the same formula, charge and spin is 0.0 kcal/mol.

```
63
C24H26BIrN6OS4 ωB97M-V/def2-TZVPD
Ir -0.1164 -0.6349 -0.8819
C -2.0750 -1.1709 2.0995
C -1.1968 -0.1291 1.5175
N 0.0900 -0.5404 1.0532
N 1.0741 0.1883 1.6005
C 2.1659 0.2539 0.8774
S 2.1542 -0.3096 -0.7340
S 3.6056 0.9015 1.6232
C 4.2526 2.0059 0.2977
C 4.4456 3.3937 0.8341
C 5.6982 3.8205 1.2570
C 5.8680 5.0994 1.7701
C 4.7849 5.9594 1.8631
C 3.5292 5.5381 1.4429
C 3.3619 4.2615 0.9343
C -1.5039 1.2001 1.4026
C -2.4913 1.8405 2.2340
C -2.6392 3.1790 2.1985
C -1.8571 3.9651 1.2860
C -0.9847 3.4107 0.4109
C -0.8450 1.9889 0.3621
O -0.2866 1.4504 -0.6440
H -1.8198 -1.3406 3.1502
H -3.1240 -0.8983 2.0236
H -1.9069 -2.1080 1.5745
H 5.1865 1.5870 -0.0702
H 3.5240 1.9878 -0.5103
H 6.5477 3.1520 1.1794
H 6.8479 5.4234 2.0942
H 4.9171 6.9567 2.2607
H 2.6822 6.2082 1.5130
H 2.3794 3.9273 0.6183
H -3.0336 1.2405 2.9523
H -3.3242 3.6773 2.8693
H -1.9964 5.0389 1.2825
H -0.4450 4.0007 -0.3171
C 0.8103 -4.1567 1.4708
N -0.5477 -4.1887 0.9432
C -1.6219 -4.7448 1.5894
C -2.6946 -4.5609 0.7841
N -2.2793 -3.9133 -0.3537
B -3.3534 -3.7029 -1.5117
N -2.7145 -3.0679 -2.7733
C -2.5369 -3.7371 -3.9597
C -2.0129 -2.8729 -4.8589
N -1.8695 -1.6685 -4.2094
C -1.3311 -0.4510 -4.7970
C -2.3032 -1.8118 -2.9437
S -2.2827 -0.5206 -1.7729
C -0.9667 -3.6886 -0.2465
S 0.1409 -2.9103 -1.3510
H 0.7659 -3.9614 2.5398
H 1.3633 -3.3638 0.9762
H 1.3065 -5.1089 1.2925
H -1.5284 -5.2195 2.5499
H -3.7210 -4.8561 0.9106
H -4.2271 -3.0037 -1.0736
H -3.7302 -4.7995 -1.8270
H -2.8089 -4.7716 -4.0600
H -1.7437 -2.9973 -5.8921
H -1.1161 -0.6466 -5.8434
H -0.4130 -0.1585 -4.2899
H -2.0532 0.3578 -4.7177
```

Molecular formula: C14H21N3O5
Method: DFT, ωB97M-V/def2-TZVPD

As for the LUMO energy: 0.419 eV. The value obtained for the HOMO-LUMO gap is 9.3 eV. As for the SMILES: N[C@@H](Cc1ccccc1)C(=O)O.NC(=O)CC[C@H](N)C(=O)O. The calculation puts the HOMO energy at -8.9 eV. Its spin multiplicity is 1. Its energy above the lowest of the compared OMol25 structures with the same formula, charge and spin is 50.2 kcal/mol.

```
43
C14H21N3O5 ωB97M-V/def2-TZVPD
C 5.4402 -0.8743 0.6063
C 5.7947 -0.7974 -0.8539
C 4.7161 0.4245 0.9842
C 3.4246 0.6030 0.2700
C 3.3489 1.3106 -0.9485
C 2.2797 0.0044 0.8173
C 2.0993 1.3697 -1.5759
C 1.0853 0.1840 0.2291
C 0.9429 0.8694 -0.9416
C -3.9024 0.6771 -0.2589
C -3.2090 2.0019 -0.1905
C -4.7565 0.3706 0.9974
C -5.2776 -1.0681 0.8954
C -5.8512 -1.4804 -0.4635
H 7.1985 -0.2697 1.3375
H 6.3385 -1.1354 2.3693
H 4.7354 -1.7563 0.7840
H 4.5215 0.3836 2.0213
H 5.3816 1.2849 0.8216
H 4.1765 1.6932 -1.4050
H 2.3873 -0.4854 1.7632
H 2.0107 1.9100 -2.4888
H 0.3633 -0.2675 0.9240
H -0.0162 1.1523 -1.2698
H 6.8298 -0.0643 -2.2178
H -3.4100 -1.1733 -0.7663
H -2.6626 -0.6108 0.5836
H -4.5309 0.6875 -1.1056
H -5.5025 1.1547 1.1408
H -4.1147 0.3591 1.9908
H -6.0472 -1.2534 1.6826
H -4.4613 -1.7197 1.0883
H -7.5235 -1.9590 -1.3042
H -7.7720 -1.3318 0.0997
H -1.9344 1.0924 -1.2335
N 6.6420 -1.0939 1.4128
N -2.8979 -0.4188 -0.4908
N -7.2190 -1.3765 -0.6782
O 5.4219 -1.6281 -1.6329
O 6.6677 0.1919 -1.2645
O -3.4967 2.9114 0.5640
O -5.1203 -1.9103 -1.3313
O -2.1009 2.0382 -0.9617
```

Molecular formula: C44H51CsN6O3P2S4
Method: DFT, ωB97M-V/def2-TZVPD

As for the LUMO energy: 3.487 eV. The value obtained for the HOMO-LUMO gap is 4.0 eV. The calculation puts the HOMO energy at -0.5 eV. Its net charge is -2. Its spin multiplicity is 1. Its energy above the lowest of the compared OMol25 structures with the same formula, charge and spin is 40.4 kcal/mol.

```
111
C44H51CsN6O3P2S4 ωB97M-V/def2-TZVPD
Cs -0.1123 1.2733 0.1359
C -5.0717 4.9959 2.7305
S -5.2238 4.3347 1.0653
C -3.5326 4.3720 0.4663
S -2.2786 5.0260 1.3786
N -3.5396 3.8410 -0.7419
N -2.3080 3.6991 -1.2876
C -2.3102 3.5374 -2.5541
C -1.0970 3.3409 -3.3490
C -1.2296 3.3741 -4.7454
C -0.1146 3.2121 -5.5412
C 1.1183 3.0199 -4.9322
C 1.1533 2.9903 -3.5453
N 0.0919 3.1377 -2.7649
H -6.0854 5.0182 3.1359
H -4.6498 5.9979 2.7132
H -4.4385 4.3617 3.3462
H -3.2553 3.5745 -3.1038
H -2.2087 3.5277 -5.1804
H -0.2028 3.2355 -6.6210
H 2.0242 2.8838 -5.5074
H 2.0959 2.8291 -3.0320
O -1.5137 -0.5142 1.8671
P -1.5303 -1.9870 1.5952
C -2.1215 -2.2829 -0.1538
P -1.0238 -2.1215 -1.5781
O -0.1932 -0.8926 -1.7306
C -0.0226 -3.6188 -1.6244
C 1.2072 -3.5513 -0.9728
C 2.0253 -4.6714 -0.9390
C 1.6279 -5.8440 -1.5610
C 0.3990 -5.9136 -2.2068
C -0.4293 -4.8023 -2.2353
C -2.1631 -2.2242 -3.0027
C -3.3340 -2.9793 -3.0244
C -4.1434 -2.9911 -4.1508
C -3.7903 -2.2409 -5.2640
C -2.6310 -1.4776 -5.2471
C -1.8221 -1.4684 -4.1216
C -0.1279 -2.8876 1.9653
C -0.0847 -4.2771 1.7211
C 0.8735 -5.0968 2.2475
C 1.8251 -4.5002 3.1565
C 1.8619 -3.1780 3.3959
C 1.0271 -2.1718 2.6551
C -3.0211 -2.6904 2.4280
C -4.2470 -2.0372 2.2987
C -5.3774 -2.5145 2.9419
C -5.2931 -3.6562 3.7317
C -4.0756 -4.3014 3.8808
C -2.9427 -3.8181 3.2356
H -2.9735 -1.6120 -0.3078
H -2.5033 -3.3093 -0.2027
H 1.4998 -2.6529 -0.4259
H 2.9582 -4.6198 -0.3924
H 2.2669 -6.7189 -1.5259
H 0.0858 -6.8335 -2.6865
H -1.3824 -4.8546 -2.7493
H -3.6252 -3.5562 -2.1549
H -5.0541 -3.5770 -4.1551
H -4.4269 -2.2426 -6.1407
H -2.3612 -0.8783 -6.1079
H -0.9275 -0.8592 -4.0818
H -0.8582 -4.7222 1.0905
H 0.8968 -6.1567 2.0268
H 2.5256 -5.1493 3.6778
H 2.5908 -2.7725 4.0908
H 0.6309 -1.4424 3.3679
H -4.3028 -1.1255 1.7139
H -6.3205 -1.9907 2.8402
H -6.1744 -4.0318 4.2393
H -4.0020 -5.1818 4.5089
H -1.9824 -4.3056 3.3610
O 5.8365 -0.9163 -2.0362
S 4.8259 -0.0547 -1.3358
C 4.6135 1.3746 -2.4311
C 4.0939 0.7604 -3.7256
C 2.9824 -0.2286 -3.3239
C 3.1891 -0.6137 -1.8480
H 5.5709 1.8863 -2.5222
H 3.8896 2.0349 -1.9458
H 4.9197 0.2248 -4.1950
H 3.7405 1.5180 -4.4281
H 2.9848 -1.1064 -3.9692
H 1.9988 0.2353 -3.4165
H 3.1217 -1.6743 -1.6278
H 2.4766 -0.0881 -1.2106
C 2.3581 2.7594 5.5270
C 1.3677 1.9384 4.7237
N 1.7641 1.9526 3.3385
C 2.2012 3.0670 2.6819
N 2.0774 3.1426 1.4064
C 2.6626 4.2437 0.6741
C 3.6813 5.0450 1.4735
C 3.0967 5.3028 2.8488
N 2.8267 4.0306 3.4885
C 2.4615 4.1324 4.8896
H 3.3357 2.2732 5.5088
H 2.0321 2.8563 6.5651
H 0.3557 2.3464 4.8640
H 1.3508 0.8992 5.0530
H 1.4717 1.1639 2.7694
H 1.8563 4.9075 0.3373
H 3.1299 3.8494 -0.2357
H 3.9201 5.9865 0.9725
H 4.6054 4.4724 1.5883
H 2.1824 5.9111 2.7640
H 3.8003 5.8502 3.4835
H 1.5056 4.6692 5.0088
H 3.2314 4.7323 5.3854
S 2.1368 -1.1637 1.5393
```

Molecular formula: C3HMgO4Rb
Method: DFT, ωB97M-V/def2-TZVPD

As for the LUMO energy (spin up / spin down): -13.415 / -13.804 eV. The value obtained for the HOMO-LUMO gap (spin up / spin down) is 7.8 / 8.5 eV. The calculation puts the HOMO energy (spin up / spin down) at -21.2 / -22.3 eV. Its net charge is +3. Its expectation value of S² is 0.76. Its spin multiplicity is 2.

```
10
C3HMgO4Rb ωB97M-V/def2-TZVPD
O -0.3020 2.1293 1.1736
C -0.5494 2.0292 -0.1317
O -0.1691 0.8122 -0.6341
O -0.2000 3.0336 -0.7052
Mg -0.0005 0.4272 2.3599
C 0.0091 -0.1995 0.2146
C 0.1903 -1.4376 -0.3293
O 0.2658 -2.5391 -0.6176
Rb 0.6028 -7.3994 -2.3969
H 0.1531 3.1441 1.0666
```

Molecular formula: C3H12N2
Method: DFT, ωB97M-V/def2-TZVPD

As for the LUMO energy (spin up / spin down): -3.871 / -3.928 eV. The value obtained for the HOMO-LUMO gap (spin up / spin down) is 2.9 / 12.7 eV. The calculation puts the HOMO energy (spin up / spin down) at -6.7 / -16.6 eV. Its net charge is +1. Its expectation value of S² is 0.75. Its spin multiplicity is 2. Its energy above the lowest of the compared OMol25 structures with the same formula, charge and spin is 38.1 kcal/mol.

```
17
C3H12N2 ωB97M-V/def2-TZVPD
C 0.5435 1.2138 0.0607
C 0.0799 -0.2098 -0.3192
C -0.5495 -0.9240 0.9513
N -1.2529 -2.1673 0.4641
N 1.1739 2.0544 -1.0157
H 1.3352 1.0006 0.7778
H -0.2201 1.8672 0.4375
H 1.0543 -0.7552 -0.5508
H -0.6949 -0.0232 -1.0434
H 0.3266 -1.1517 1.5491
H -1.3096 -0.2602 1.3560
H -1.6353 -2.7260 1.2274
H -1.9886 -1.8486 -0.1982
H -0.6491 -2.6804 -0.1767
H 0.4549 2.5539 -1.6187
H 1.9052 1.5818 -1.5930
H 1.6962 2.7993 -0.4832
```

Molecular formula: C17H16N2O5
Method: DFT, ωB97M-V/def2-TZVPD

As for the LUMO energy: 0.327 eV. The value obtained for the HOMO-LUMO gap is 8.6 eV. As for the SMILES: O=C(O)COc1ccccc1/C=N/NC(=O)[C@@H](O)c1ccccc1. The calculation puts the HOMO energy at -8.3 eV. Its spin multiplicity is 1. Its energy above the lowest of the compared OMol25 structures with the same formula, charge and spin is 27.0 kcal/mol.

```
40
C17H16N2O5 ωB97M-V/def2-TZVPD
O 4.4569 -0.0423 5.1500
C 3.5720 0.1757 4.3685
O 2.3741 0.6342 4.7167
H 2.3138 0.7543 5.6777
C 3.7091 -0.0078 2.8605
O 2.4934 -0.1313 2.1762
C 1.7117 -1.2289 2.4174
C 2.0501 -2.2497 3.2956
C 1.2040 -3.3332 3.4671
C 0.0119 -3.4144 2.7668
C -0.3352 -2.4035 1.8943
C 0.4984 -1.3017 1.7053
C 0.1241 -0.2412 0.7965
N -0.9485 -0.3102 0.1157
N -1.2575 0.6983 -0.7123
C -2.4042 0.7175 -1.4380
O -3.2479 -0.1432 -1.4454
C -2.5053 1.9697 -2.3308
C -2.1484 1.5173 -3.7306
C -0.8720 1.7209 -4.2362
C -0.5502 1.2850 -5.5097
C -1.4966 0.6317 -6.2792
C -2.7666 0.4126 -5.7706
C -3.0942 0.8545 -4.5023
H -4.0784 0.6767 -4.0968
H -3.5051 -0.1035 -6.3656
H -1.2440 0.2897 -7.2718
H 0.4439 1.4523 -5.8976
H -0.1288 2.2219 -3.6319
O -1.6612 2.9870 -1.8339
H -1.7206 3.7456 -2.4253
H -3.5570 2.2910 -2.3066
H -0.6495 1.5197 -0.7664
H 0.8007 0.6169 0.7275
H -1.2567 -2.4326 1.3356
H -0.6415 -4.2618 2.9056
H 1.4858 -4.1157 4.1557
H 2.9704 -2.2140 3.8588
H 4.1748 0.9013 2.4637
H 4.3849 -0.8517 2.6685
```

Number 1: total energy -83150.01074 eV. Number 2: total energy -29566.29500 eV. Number 3: total energy -124008.29607 eV. Number 4: total energy -17384.93337 eV. Number 5: total energy -6275.24403 eV. Number 6: total energy -31105.75177 eV.